A molecular structure, C27H57FNNbO4PS2, computed with the ωB97M-V functional and the def2-TZVPD basis.

Geometry as ORCA input:
```
! wB97M-V def2-TZVPD RIJCOSX def2/J DEFGRID3
* xyz -1 1
C -6.568 0.435 -1.344
C -5.542 -0.342 -1.715
Nb -3.547 0.659 -1.810
F -4.379 2.246 -2.828
C -3.051 -0.324 -3.838
C -1.555 -0.767 -3.959
C -2.600 -1.154 -0.866
C -3.060 -1.355 0.611
C -1.863 -1.589 1.566
C -1.664 -3.072 1.857
N -1.057 -3.424 3.145
C 0.180 -2.718 3.472
C 0.091 -1.889 4.778
C -0.463 -0.462 4.587
C -1.949 -0.367 5.021
C -1.095 -4.734 3.510
S -0.487 -5.196 4.986
S -1.810 -6.101 2.635
C -1.838 -5.957 0.828
C -0.480 -5.938 0.085
C 0.685 -6.666 0.786
P -1.418 2.033 -1.684
C -1.917 3.725 -1.025
C -0.180 1.455 -0.413
C 1.247 1.572 -1.022
H -6.681 0.733 -0.305
H -7.287 0.849 -2.054
H -5.701 -1.378 -2.009
H -4.012 1.421 -0.192
H -3.639 -1.247 -3.873
H -3.344 0.302 -4.680
H -1.119 -0.255 -4.816
H -1.481 -1.846 -4.098
H -0.962 -0.533 -3.073
H -3.014 -2.012 -1.410
H -1.515 -1.242 -0.970
H -3.636 -0.506 0.968
H -3.736 -2.211 0.642
H -0.960 -1.233 1.073
H -1.992 -0.964 2.446
H -1.080 -3.498 1.043
H -2.638 -3.548 1.803
H 0.458 -2.001 2.700
H 1.037 -3.384 3.549
H -0.623 -2.425 5.398
H 1.030 -1.904 5.330
H 0.069 0.226 5.243
H -0.328 -0.143 3.557
H -2.421 -1.310 4.747
H -2.429 0.387 4.397
H -2.052 -0.148 6.077
H -2.408 -5.102 0.491
H -2.399 -6.816 0.465
H -0.210 -4.929 -0.207
H -0.650 -6.454 -0.861
H 0.374 -7.368 1.550
H 1.395 -5.931 1.159
H 1.225 -7.230 0.025
H -2.648 3.581 -0.235
H -2.315 4.359 -1.808
H -1.033 4.149 -0.540
H -0.311 0.428 -0.093
H -0.190 2.130 0.441
H 1.729 2.500 -0.717
H 1.222 1.527 -2.109
H 1.903 0.768 -0.688
O 3.780 1.260 1.047
C 4.774 1.111 0.391
O 5.131 2.097 -0.447
C 6.383 2.208 -1.126
C 6.394 1.438 -2.428
C 5.565 -0.175 0.406
H 7.211 1.930 -0.470
H 6.491 3.273 -1.331
H 6.276 0.366 -2.262
H 7.331 1.603 -2.962
H 5.567 1.760 -3.060
H 5.125 -0.869 -0.309
H 5.498 -0.604 1.403
H 6.623 -0.045 0.185
O 4.328 4.950 -2.694
C 3.238 5.063 -2.194
O 2.166 5.214 -2.989
C 0.814 5.126 -2.517
C 0.317 6.455 -1.989
C 3.060 5.115 -0.695
H 0.709 4.323 -1.787
H 0.223 4.832 -3.383
H 0.894 6.784 -1.124
H -0.731 6.379 -1.696
H 0.414 7.226 -2.754
H 3.191 6.143 -0.358
H 3.826 4.489 -0.241
H 2.100 4.738 -0.351
*
```

## Properties
HOMO-LUMO gap   6.1 eV
Largest force on an atom   0.06141 hartree/bohr
E_tot   -2713.0424 a.u.



A molecular structure, C6H14LiO2SSi, computed with the ωB97M-V functional and the def2-TZVPD basis.

Geometry as ORCA input:
```
! wB97M-V def2-TZVPD RIJCOSX def2/J DEFGRID3
* xyz 1 1
C -0.728 -2.824 2.780
C -1.110 -2.003 1.448
S -0.326 -2.673 -0.096
C 0.883 -1.375 -0.737
Si 0.155 -0.300 -2.141
C -0.143 1.544 -1.695
C 0.219 1.960 -0.194
C 1.616 2.755 -0.081
O 2.315 3.077 -1.048
O 2.101 3.097 1.220
H -0.263 -2.155 3.586
H -0.098 -3.758 2.571
H -1.715 -3.219 3.225
H -0.789 -0.909 1.610
H -2.237 -1.972 1.284
H 1.785 -1.947 -1.151
H 1.258 -0.748 0.135
H 0.959 -0.349 -3.372
H -1.162 -0.878 -2.509
H -1.264 1.778 -1.861
H 0.433 2.185 -2.445
H -0.577 2.728 0.135
H 0.172 1.121 0.568
H 1.327 3.177 1.829
Li -2.810 1.690 -3.060
*
```

## Properties
HOMO-LUMO gap   5.9 eV
Largest force on an atom   0.07617 hartree/bohr
E_tot   -1082.4092 a.u.



15 unconnected molecules or ions with the total composition C17H38BCl28N, computed with the ωB97M-V functional and the def2-TZVPD basis.

Geometry as ORCA input:
```
! wB97M-V def2-TZVPD RIJCOSX def2/J DEFGRID3
* xyz 0 1
B 2.593 -5.283 -0.419
N 2.681 -3.815 -0.557
C 1.481 -3.174 0.066
C 0.260 -3.260 -0.890
C -0.793 -4.257 -0.318
H 1.919 -5.900 -1.192
H 3.148 -5.788 0.499
H 2.675 -3.540 -1.530
H 1.254 -3.711 0.992
H 1.754 -2.141 0.288
H -0.226 -2.290 -1.027
H 0.564 -3.627 -1.874
H -1.397 -3.704 0.401
H -1.424 -4.607 -1.137
H -0.298 -5.076 0.197
C 3.125 0.687 -0.827
Cl 1.620 0.877 0.077
Cl 2.967 -0.589 -2.041
H 3.359 1.619 -1.327
H 3.914 0.421 -0.136
C -1.709 -6.638 2.983
Cl -1.380 -4.900 2.912
Cl -0.827 -7.539 1.742
H -1.409 -7.008 3.957
H -2.776 -6.782 2.836
C 3.720 2.148 -4.890
Cl 3.206 3.043 -6.325
Cl 3.876 3.217 -3.489
H 2.982 1.385 -4.668
H 4.683 1.691 -5.089
C -5.687 -5.448 3.760
Cl -5.643 -4.522 2.257
Cl -5.027 -7.077 3.540
H -5.094 -4.930 4.505
H -6.716 -5.533 4.089
C -0.281 3.944 -1.277
Cl 1.057 3.427 -2.308
Cl -0.513 5.696 -1.323
H -1.192 3.463 -1.615
H -0.060 3.650 -0.261
C -3.033 4.977 1.731
Cl -1.995 3.570 1.462
Cl -3.904 5.427 0.261
H -3.750 4.732 2.499
H -2.417 5.812 2.044
C 4.928 6.537 -5.488
Cl 5.554 7.027 -7.069
Cl 4.035 7.845 -4.705
H 4.263 5.694 -5.626
H 5.762 6.257 -4.855
C -2.814 3.355 5.187
Cl -4.362 2.506 5.104
Cl -3.005 5.101 4.969
H -2.367 3.174 6.157
H -2.171 2.977 4.400
C -6.533 -0.569 4.708
Cl -5.980 -1.186 3.146
Cl -6.238 -1.729 6.009
H -5.995 0.346 4.930
H -7.599 -0.381 4.655
C -3.393 -1.640 -1.975
Cl -3.091 0.102 -1.954
Cl -2.528 -2.439 -3.291
H -3.058 -2.063 -1.034
H -4.456 -1.808 -2.104
C 8.588 8.979 -8.232
Cl 8.647 10.745 -8.229
Cl 9.641 8.293 -9.475
H 8.912 8.618 -7.263
H 7.570 8.664 -8.425
C -9.917 -1.071 7.456
Cl -10.078 -2.823 7.309
Cl -9.682 -0.303 5.880
H -10.820 -0.673 7.903
H -9.058 -0.850 8.080
C 4.452 4.343 0.871
Cl 5.554 2.979 0.649
Cl 3.535 4.713 -0.595
H 3.754 4.104 1.666
H 5.041 5.213 1.140
C 5.646 -7.767 -1.767
Cl 5.596 -7.549 -0.016
Cl 4.061 -7.548 -2.526
H 6.334 -7.043 -2.188
H 5.990 -8.773 -1.976
*
```

## Properties
HOMO-LUMO gap   8.5 eV
Largest force on an atom   0.02791 hartree/bohr
E_tot   -13635.4321 a.u.



4 unconnected molecules or ions with the total composition C39H82O10, computed with the ωB97M-V functional and the def2-TZVPD basis.

Geometry as ORCA input:
```
! wB97M-V def2-TZVPD RIJCOSX def2/J DEFGRID3
* xyz 0 1
C 4.881 2.990 1.506
C 5.287 1.509 1.377
C 6.498 1.266 0.447
C 6.080 0.844 -0.959
C 5.389 1.931 -1.800
C 4.354 1.305 -2.752
C 2.953 1.415 -2.159
C 1.866 0.838 -3.072
C 0.598 1.698 -3.185
C 0.184 2.382 -1.875
C -1.314 2.250 -1.526
C -1.524 1.302 -0.337
C -1.835 1.992 0.996
C -3.299 1.705 1.382
C -3.580 0.226 1.701
C -4.500 -0.461 0.680
O -3.808 -1.307 -0.217
C -3.421 -2.536 0.360
O -1.770 3.439 0.947
C -0.509 3.748 1.430
O 0.321 4.418 0.842
C -0.446 2.962 2.720
C -0.880 1.585 2.140
O 0.231 0.871 1.645
C 1.055 0.252 2.617
C 2.505 0.359 2.175
C 3.020 1.775 2.488
C 3.383 -0.660 2.884
C 3.308 -2.140 2.381
C 2.473 -2.352 1.122
C 4.735 -2.629 2.059
H 5.232 3.412 2.444
H 3.799 3.087 1.490
H 5.305 3.596 0.715
H 4.450 0.935 0.987
H 5.556 1.148 2.366
H 7.155 2.134 0.447
H 7.072 0.440 0.868
H 6.911 0.443 -1.533
H 5.360 0.034 -0.840
H 4.919 2.686 -1.182
H 6.128 2.432 -2.423
H 4.597 0.254 -2.893
H 4.365 1.793 -3.724
H 2.770 2.460 -1.922
H 2.935 0.865 -1.218
H 1.564 -0.161 -2.764
H 2.279 0.739 -4.075
H -0.192 1.059 -3.573
H 0.741 2.470 -3.939
H 0.462 3.431 -1.942
H 0.744 1.990 -1.028
H -1.788 3.215 -1.390
H -1.799 1.793 -2.384
H -0.640 0.680 -0.243
H -2.328 0.618 -0.580
H -3.488 2.300 2.275
H -3.948 2.081 0.599
H -2.665 -0.349 1.804
H -4.104 0.181 2.653
H -5.289 -1.028 1.181
H -5.004 0.281 0.067
H -4.183 -3.301 0.213
H -3.145 -2.456 1.410
H -2.532 -2.868 -0.171
H -1.313 3.305 3.278
H 0.479 2.995 3.270
H -1.351 1.030 2.950
H 0.757 -0.797 2.691
H 0.936 0.678 3.615
H 2.540 0.271 1.092
H 2.758 2.084 3.497
H 2.568 2.487 1.798
H 4.095 1.830 2.343
H 4.411 -0.334 2.762
H 3.189 -0.633 3.956
H 2.975 -2.754 3.214
H 1.486 -1.901 1.157
H 2.336 -3.417 0.969
H 2.998 -1.916 0.276
H 5.319 -1.850 1.577
H 5.247 -3.011 2.936
H 4.679 -3.451 1.346
C -0.707 6.720 -0.912
O -1.430 7.886 -0.538
C -0.801 9.089 -0.939
C -1.437 9.669 -2.183
O -1.240 8.836 -3.315
C -2.369 8.044 -3.632
H -1.361 5.864 -0.761
H -0.409 6.756 -1.964
H 0.176 6.599 -0.286
H 0.270 8.930 -1.101
H -0.915 9.807 -0.120
H -0.967 10.633 -2.405
H -2.504 9.844 -2.015
H -3.156 8.658 -4.083
H -2.767 7.537 -2.750
H -2.053 7.294 -4.355
C -5.401 -7.774 1.523
O -4.470 -7.999 2.567
C -3.172 -7.506 2.278
C -2.905 -6.185 2.963
O -3.740 -5.153 2.458
C -4.838 -4.856 3.301
H -6.394 -7.983 1.918
H -5.371 -6.740 1.171
H -5.207 -8.450 0.683
H -3.029 -7.407 1.197
H -2.454 -8.245 2.646
H -1.870 -5.890 2.765
H -3.027 -6.284 4.045
H -4.505 -4.301 4.185
H -5.360 -5.761 3.619
H -5.528 -4.231 2.736
C -0.706 -6.851 -4.130
O -2.101 -6.614 -4.083
C -2.642 -6.690 -2.775
C -2.868 -5.320 -2.176
O -1.640 -4.641 -1.955
C -1.360 -3.668 -2.949
H -0.356 -6.558 -5.119
H -0.171 -6.264 -3.379
H -0.490 -7.914 -3.981
H -1.994 -7.285 -2.124
H -3.605 -7.204 -2.853
H -3.353 -5.436 -1.201
H -3.530 -4.725 -2.812
H -1.997 -2.787 -2.813
H -1.505 -4.067 -3.956
H -0.320 -3.369 -2.834
*
```

## Properties
HOMO-LUMO gap   9.3 eV
Largest force on an atom   0.07422 hartree/bohr
E_tot   -2287.2924 a.u.
Structure (SMILES)   CCCCCCCCCCCC[C@]1(CCCOC)OC(=O)C[C@@H]1OC[C@@H](C)CC(C)C.COCCOC.COCCOC.COCCOC



2 unconnected molecules or ions with the total composition H4O2, computed with the ωB97M-V functional and the def2-TZVPD basis.

Geometry as ORCA input:
```
! wB97M-V def2-TZVPD RIJCOSX def2/J DEFGRID3
* xyz 0 1
O 1.820 -0.988 0.221
H 2.421 -0.682 0.938
H 1.217 -0.227 0.061
O -1.428 0.547 -0.394
H -1.956 1.050 0.267
H -2.074 0.300 -1.093
*
```

## Properties
HOMO-LUMO gap   11.9 eV
Largest force on an atom   0.02436 hartree/bohr
E_tot   -152.8686 a.u.
Structure (SMILES)   O.O
Energy above the lowest of the compared OMol25 structures with the same formula, charge and spin   16.64 kJ/mol



A single C17H15ClN2OS molecule, computed with the ωB97M-V functional and the def2-TZVPD basis.

Geometry as ORCA input:
```
! wB97M-V def2-TZVPD RIJCOSX def2/J DEFGRID3
* xyz 0 1
C -2.210 -2.133 -2.143
C -1.135 -2.026 -1.107
C -1.376 -2.347 0.222
C -0.389 -2.222 1.180
C 0.869 -1.751 0.819
C 1.139 -1.482 -0.521
C 0.144 -1.614 -1.467
H 0.357 -1.382 -2.500
H 2.126 -1.154 -0.811
N 1.891 -1.557 1.763
C 1.809 -1.162 3.053
S 3.098 -1.377 4.058
N 0.661 -0.583 3.539
C -0.310 0.210 2.938
O -1.328 0.456 3.546
C 0.001 0.730 1.599
C -0.990 1.047 0.756
C -0.855 1.488 -0.615
C 0.373 1.830 -1.188
C 0.461 2.189 -2.517
C -0.685 2.210 -3.300
C -1.918 1.888 -2.753
C -1.996 1.535 -1.422
H -2.955 1.280 -0.995
H -2.804 1.917 -3.369
Cl -0.574 2.643 -4.967
H 1.413 2.452 -2.952
H 1.268 1.823 -0.588
H -2.003 0.895 1.107
H 1.043 0.848 1.348
H 0.553 -0.667 4.545
H 2.827 -1.816 1.476
H -0.597 -2.483 2.206
H -2.352 -2.701 0.518
H -2.025 -2.989 -2.791
H -3.186 -2.258 -1.681
H -2.224 -1.240 -2.766
*
```

## Properties
HOMO-LUMO gap   7.9 eV
Largest force on an atom   0.01690 hartree/bohr
E_tot   -1699.9688 a.u.
Structure (SMILES)   Cc1ccc(NC(=S)NC(=O)/C=C/c2ccc(Cl)cc2)cc1
Energy above the lowest of the compared OMol25 structures with the same formula, charge and spin   61.80 kJ/mol